# 1
ORCA calculation (ωB97M-V with the def2-TZVPD basis set) on a single C5H11NO2 molecule.

Output
- spin multiplicity = 1
- molecular weight (g/mol) = 117.15
- SMILES string = C=C([C@@H](C)O)N(C)O
- HOMO-LUMO gap (Eh) = 0.340
- net charge = 0

CARTESIAN COORDINATES (ANGSTROEM)
C -0.877 -0.906 1.169
C -0.056 -0.204 0.392
C -0.126 -0.311 -1.127
C 0.179 -1.728 -1.608
O -1.380 0.154 -1.589
N 0.870 0.675 0.988
C 0.321 1.845 1.638
O 1.966 1.024 0.187
H -0.854 -0.820 2.239
H -1.607 -1.579 0.757
H 0.598 0.368 -1.588
H 1.174 -2.018 -1.285
H -0.541 -2.436 -1.199
H 0.128 -1.766 -2.692
H -2.065 -0.441 -1.263
H -0.478 1.539 2.304
H -0.078 2.571 0.912
H 1.112 2.319 2.218
H 1.714 1.715 -0.453

***

# 2
ORCA calculation (ωB97M-V with the def2-TZVPD basis set) on 2 unconnected molecules or ions with the total composition C4H12 at a distorted geometry.

Output
- spin multiplicity = 1
- molecular weight (g/mol) = 60.14
- SMILES string = CC.CC
- HOMO-LUMO gap (Eh) = 0.463
- net charge = 0

CARTESIAN COORDINATES (ANGSTROEM)
C 1.949 -1.452 -0.179
C 1.643 -0.367 0.829
H 1.652 -2.456 0.138
H 1.453 -1.442 -1.138
H 2.974 -1.375 -0.578
H 1.513 0.592 0.311
H 2.328 -0.243 1.664
H 0.631 -0.458 1.231
C -1.943 0.201 -0.070
C -1.583 1.648 -0.459
H -2.195 -0.348 -0.982
H -1.146 -0.336 0.416
H -2.834 0.078 0.543
H -2.113 2.263 0.261
H -1.828 1.969 -1.475
H -0.500 1.726 -0.513

***

# 3
ORCA calculation (ωB97M-V with the def2-TZVPD basis set) on a single C3H9N3O molecule at a distorted geometry.

Output
- spin multiplicity = 1
- molecular weight (g/mol) = 103.12
- SMILES string = NCCNC(N)=O
- HOMO-LUMO gap (Eh) = 0.363
- net charge = 0

CARTESIAN COORDINATES (ANGSTROEM)
N 1.751 0.305 -0.590
C 1.157 1.095 0.442
C 0.001 0.325 1.108
N -1.232 0.320 0.329
C -1.436 -0.494 -0.769
N -1.112 -1.845 -0.547
O -1.764 -0.103 -1.866
H 2.349 -0.399 -0.193
H 2.062 0.701 -1.440
H 0.716 2.042 0.130
H 1.781 1.355 1.318
H 0.305 -0.711 1.253
H -0.234 0.753 2.084
H -1.569 1.259 0.109
H -1.081 -2.258 -1.466
H -1.693 -2.345 0.100

***

# 4
ORCA calculation (ωB97M-V with the def2-TZVPD basis set) on 10 unconnected molecules or ions with the total composition C28H82N6O10 at a distorted geometry.

Output
- spin multiplicity = 1
- molecular weight (g/mol) = 663.00
- SMILES string = COC[C@H](C)N.COC[C@H](C)N.COC[C@H](C)N.COC[C@H](C)N.COC[C@H](C)N.COC[C@H](C)N.CO.CO.CO.CO
- HOMO-LUMO gap (Eh) = 0.328
- net charge = 0

CARTESIAN COORDINATES (ANGSTROEM)
C -4.527 -4.229 5.165
O -4.863 -3.889 3.837
C -3.959 -2.965 3.288
C -4.371 -2.673 1.877
C -3.299 -1.932 1.094
N -5.600 -1.837 1.876
H -4.365 -3.328 5.771
H -3.625 -4.852 5.183
H -5.359 -4.775 5.603
H -3.935 -2.026 3.862
H -2.944 -3.394 3.278
H -4.605 -3.610 1.353
H -2.981 -1.084 1.716
H -3.642 -1.498 0.157
H -2.404 -2.540 0.947
H -6.350 -2.354 2.326
H -5.903 -1.736 0.912
C -0.310 5.480 -0.820
O -0.925 4.556 0.050
C -2.213 4.181 -0.394
C -2.711 3.040 0.454
C -1.897 1.783 0.217
N -4.099 2.781 0.061
H -0.357 5.132 -1.859
H 0.725 5.594 -0.512
H -0.835 6.444 -0.788
H -2.875 5.058 -0.315
H -2.194 3.865 -1.446
H -2.616 3.328 1.509
H -2.405 0.914 0.644
H -0.897 1.839 0.641
H -1.815 1.565 -0.851
H -4.659 3.625 0.130
H -4.549 2.126 0.691
C 5.896 3.070 -0.675
O 5.634 1.736 -0.988
C 4.788 1.104 -0.051
C 4.576 -0.334 -0.451
C 3.987 -0.412 -1.875
N 3.718 -0.968 0.536
H 6.634 3.436 -1.386
H 6.293 3.190 0.345
H 4.994 3.697 -0.735
H 5.202 1.188 0.963
H 3.805 1.605 -0.060
H 5.548 -0.834 -0.526
H 3.841 -1.468 -2.118
H 4.651 0.040 -2.616
H 3.023 0.103 -1.947
H 3.417 -1.867 0.164
H 2.841 -0.450 0.584
C 3.409 6.494 0.939
O 3.005 5.618 1.968
C 2.936 4.273 1.557
C 2.059 3.504 2.545
C 2.249 2.012 2.388
N 0.615 3.757 2.411
H 3.554 7.476 1.384
H 2.632 6.561 0.169
H 4.349 6.177 0.474
H 2.508 4.184 0.549
H 3.935 3.817 1.585
H 2.357 3.850 3.539
H 1.941 1.673 1.394
H 1.650 1.482 3.122
H 3.250 1.595 2.535
H 0.281 3.554 1.470
H 0.498 4.772 2.429
C -1.994 -0.175 -8.184
O -1.916 0.915 -7.307
C -1.698 0.512 -5.976
C -1.428 1.702 -5.096
C -0.974 1.329 -3.704
N -2.618 2.584 -4.961
H -1.064 -0.759 -8.162
H -2.144 0.208 -9.192
H -2.831 -0.846 -7.951
H -2.606 -0.008 -5.610
H -0.910 -0.256 -5.929
H -0.671 2.305 -5.608
H -0.016 0.813 -3.619
H -1.688 0.657 -3.208
H -0.949 2.227 -3.087
H -3.333 2.024 -4.494
H -3.004 2.704 -5.896
C -0.769 -3.529 6.633
O -0.347 -3.362 5.294
C -0.299 -2.014 4.921
C -0.214 -1.864 3.415
C 0.970 -2.660 2.852
N -0.131 -0.462 2.998
H -0.529 -4.548 6.930
H -1.849 -3.370 6.706
H -0.228 -2.853 7.303
H -1.187 -1.460 5.284
H 0.547 -1.496 5.408
H -1.080 -2.341 2.948
H 0.873 -3.704 3.147
H 1.917 -2.265 3.237
H 1.033 -2.595 1.766
H -0.861 0.072 3.462
H 0.754 -0.095 3.330
C -0.012 -1.243 -0.725
O 0.598 -0.471 0.287
H 0.728 -1.320 -1.527
H -0.269 -2.248 -0.378
H -0.867 -0.689 -1.130
H 0.076 -0.510 1.111
C 1.310 -2.175 -4.590
O 2.271 -1.949 -5.606
H 1.728 -2.309 -3.588
H 0.577 -1.361 -4.615
H 0.728 -3.073 -4.805
H 2.635 -1.070 -5.476
C 2.662 -4.760 0.322
O 2.400 -3.590 -0.443
H 3.674 -4.704 0.705
H 1.935 -4.868 1.133
H 2.551 -5.665 -0.291
H 1.519 -3.698 -0.825
C -1.255 -4.447 -2.203
O -0.051 -4.692 -1.463
H -2.037 -5.152 -1.916
H -1.577 -3.425 -2.032
H -1.015 -4.592 -3.260
H 0.222 -5.601 -1.611